[1]
Computed, not measured: 2 unconnected molecules or ions with the total composition C8H17N4O, with ωB97M-V/def2-TZVPD.

E_HOMO   -12.15 eV
Electronic energy   -16569.6781 eV
HOMO-LUMO gap   8.2284 eV
M   185.25 g mol⁻¹
Relative energy (zero: lowest compared OMol25 entry of this formula, charge and spin)   386.0 kJ/mol

```
! RIJCOSX wB97M-V def2-TZVPD def2/J DEFGRID3
* xyz 1 1
C -5.3546 -1.4185 0.0598
C -4.1321 -0.8275 0.1935
N -2.9525 -1.4745 -0.3023
C -2.1189 -0.8093 -1.0862
N -1.0136 -1.3782 -1.6167
C -0.5011 -0.3953 -2.3673
N -1.2232 0.7115 -2.2820
N -2.2665 0.4727 -1.4469
H -5.5409 -2.3888 0.5111
H -6.1120 -0.9050 -0.5220
H -4.0145 0.1286 0.6961
H -2.7941 -2.4472 -0.0783
H 0.3840 -0.5155 -2.9701
H -1.0890 1.6087 -2.7213
H -2.9681 1.1585 -1.2246
C 0.9248 0.4310 1.0218
C 2.0774 -0.3919 0.4693
O 3.0558 0.3736 -0.2005
C 3.7114 1.3708 0.5718
C 4.4566 0.8277 1.7772
H 0.4405 1.0021 0.2240
H 0.1863 -0.2303 1.4807
H 1.2534 1.1229 1.7965
H 1.6853 -1.0968 -0.2664
H 2.5345 -0.9946 1.2603
H 2.9998 2.1481 0.8731
H 4.4191 1.8461 -0.1062
H 3.7872 0.3506 2.4946
H 4.9733 1.6362 2.2935
H 5.1915 0.0843 1.4674
*
```

[2]
Computed, not measured: 7 unconnected molecules or ions with the total composition C12H22Br10Cl6, with ωB97M-V/def2-TZVPD.

E_HOMO   -9.93 eV
Structure (SMILES)   ClC(Cl)Cl.ClC(Cl)Cl.BrCCBr.BrCCBr.BrCCBr.BrCCBr.BrCCBr
Electronic energy   -788360.6124 eV
HOMO-LUMO gap   10.2201 eV
M   1178.07 g mol⁻¹
Relative energy (zero: lowest compared OMol25 entry of this formula, charge and spin)   88.3 kJ/mol

```
! RIJCOSX wB97M-V def2-TZVPD def2/J DEFGRID3
* xyz 0 1
Br -8.4903 -8.0197 6.9896
C -8.2422 -9.4763 8.3005
C -9.3243 -9.3444 9.3523
Br -9.1782 -10.8449 10.6003
H -7.2631 -9.3303 8.7432
H -8.2630 -10.4225 7.7776
H -10.3010 -9.2918 8.8719
H -9.2777 -8.4254 9.9308
Br -13.7430 -11.8992 5.0084
C -12.5533 -12.3886 3.5172
C -12.0751 -13.8264 3.6722
Br -10.9662 -14.0469 5.2638
H -11.6684 -11.7589 3.4451
H -13.1167 -12.2376 2.6015
H -11.4433 -14.1114 2.8329
H -12.9022 -14.5300 3.7129
Br -12.3606 -12.9473 -0.4476
C -11.0748 -12.1744 -1.6757
C -9.6690 -12.2765 -1.1495
Br -8.3737 -11.6555 -2.5219
H -11.4542 -11.1569 -1.7086
H -11.2165 -12.6319 -2.6486
H -9.4443 -13.3031 -0.8694
H -9.4716 -11.6590 -0.2790
Br -9.4311 -6.8974 -0.7402
C -10.7623 -7.3685 0.6563
C -11.9641 -8.0651 0.0544
Br -13.0392 -9.0092 1.3787
H -11.0563 -6.4387 1.1335
H -10.2191 -7.9808 1.3673
H -11.6734 -8.8070 -0.6854
H -12.6057 -7.3642 -0.4727
Br -7.5215 -15.2103 6.9939
C -6.9584 -13.4237 7.6118
C -5.6660 -13.0595 6.9565
Br -5.2680 -11.1674 7.0549
H -6.9097 -13.4136 8.7005
H -7.7793 -12.7617 7.3543
H -5.7985 -13.3033 5.8974
H -4.7514 -13.6054 7.1708
C -9.1183 -9.8929 4.0756
Cl -9.2404 -10.4007 2.3485
Cl -8.9846 -11.3214 5.0787
Cl -10.5240 -8.8862 4.4680
H -8.2562 -9.2481 4.1596
C -4.4438 -7.6622 5.3661
Cl -5.7447 -8.6380 4.6864
Cl -4.5570 -5.9865 4.7106
Cl -2.8993 -8.3926 5.0249
H -4.5482 -7.5365 6.4361
*
```

[3]
Computed, not measured: a single C3H4N2O molecule, with ωB97M-V/def2-TZVPD.

E_HOMO   -8.80 eV
Electronic energy   -8200.1798 eV
HOMO-LUMO gap   9.0473 eV
M   84.08 g mol⁻¹
Relative energy (zero: lowest compared OMol25 entry of this formula, charge and spin)   357.5 kJ/mol

```
! RIJCOSX wB97M-V def2-TZVPD def2/J DEFGRID3
* xyz 0 1
N 1.7485 -0.1276 0.0063
C 0.7923 0.7145 0.1734
C -0.3602 1.2912 0.2737
N -1.1693 0.2321 0.6816
C -1.3378 -0.7747 -0.2127
O -0.6802 -1.0462 -1.2255
H 1.6251 -0.8058 -0.7463
H 2.2972 -0.4206 0.8080
H -0.7088 2.3274 0.1643
H -2.2067 -1.3903 0.0772
*
```

[4]
Computed, not measured: a molecular structure, C24H38Br2F3IN3O13P2S, with ωB97M-V/def2-TZVPD.

E_HOMO   -2.09 eV
Electronic energy   -242338.2386 eV
HOMO-LUMO gap   2.3111 eV
M   1014.30 g mol⁻¹

```
! RIJCOSX wB97M-V def2-TZVPD def2/J DEFGRID3
* xyz -1 1
C 2.7241 0.2926 3.7238
C 1.9574 1.3614 3.4886
C 2.0117 1.9795 2.1011
N 1.4195 1.0584 1.0980
C -0.0169 0.6670 1.4196
I -1.2327 2.1867 2.3355
C -0.7165 -0.1629 0.3026
C -1.9455 0.5516 -0.3587
C -3.3360 0.3224 0.2473
C -4.3103 1.3690 -0.3471
C -5.1418 2.0645 0.7009
O -4.8493 2.1783 1.8535
O -6.3148 2.6268 0.2307
C -6.0290 3.8561 -0.4504
C -7.3392 4.4839 -0.8884
C -1.3050 -1.3538 1.1179
C -0.2202 -2.3239 1.6895
O -0.4129 -2.4085 3.1400
C -1.1807 -3.5141 3.4557
C -2.6342 -3.5333 3.0664
O -0.6887 -4.4457 4.0054
N 0.2228 -0.7236 -0.6701
C -0.3670 -1.7052 -1.5877
C 0.0143 -3.2023 -1.3635
F -1.1572 -3.8906 -1.0387
C 1.1417 0.2322 -1.3371
P 0.2209 1.2058 -2.7088
P 1.4383 2.1857 -4.2077
O 0.3937 2.9872 -4.8701
O 2.0780 1.2634 -5.3565
O 2.5475 3.1830 -3.6546
N 2.2840 -0.5487 -1.7360
C 2.6056 -1.5884 -0.8699
O 2.8241 -2.6586 -1.2313
F 2.6099 -1.3171 0.4470
C 2.6851 -0.8177 -3.0677
O 3.7313 -0.4502 -3.4741
F 1.8873 -1.5095 -3.8562
C 1.6890 1.3718 -0.3216
Br 0.6766 3.1243 -0.6549
C 3.1904 1.7323 -0.6694
Br 3.7128 3.6390 -0.3667
C 4.2703 0.8316 0.0205
C 5.5809 1.4949 0.4509
H 3.6656 0.1443 3.2072
H 2.4015 -0.4487 4.4440
H 1.3356 1.8465 4.2274
H 1.6185 2.9869 2.0516
H 3.0790 2.1234 1.9388
H 1.9374 0.1759 1.2651
H 0.1026 -0.0011 2.2649
H -1.7556 1.6164 -0.4818
H -2.0476 0.2184 -1.3933
H -3.7326 -0.6582 -0.0012
H -3.3775 0.4171 1.3273
H -3.7680 2.1469 -0.8860
H -4.9633 0.8773 -1.0655
H -5.4553 3.6383 -1.3538
H -5.4943 4.5592 0.1904
H -7.9198 4.7832 -0.0185
H -7.1305 5.3533 -1.5064
H -7.9101 3.7387 -1.4376
H -1.7844 -0.9861 2.0200
H -1.9666 -1.9680 0.5166
H -0.3310 -3.3337 1.3029
H 0.7919 -1.9625 1.5563
H -2.7116 -4.0284 2.0943
H -3.0674 -2.5439 2.9321
H -3.2236 -4.1259 3.7546
H -1.4556 -1.7311 -1.5592
H -0.1211 -1.5310 -2.6300
H 0.7553 -3.3912 -0.5788
H 0.4156 -3.6568 -2.2661
H -0.4400 0.2968 -3.5722
H 1.3508 0.7584 -5.7431
H 3.3891 3.0617 -4.1212
H 3.3705 1.6520 -1.7318
H 4.5547 0.0740 -0.7051
H 3.9016 0.3274 0.9021
H 6.0935 2.0061 -0.3559
H 5.4639 2.1116 1.3376
H 6.2322 0.6729 0.7562
O 2.4959 -6.8008 1.3392
S 2.7034 -5.4815 0.7063
O 3.2807 -5.6322 -0.6598
O 3.6194 -4.6459 1.5410
O 1.3780 -4.7548 0.5837
*
```

[5]
Computed, not measured: a molecular structure, C36H24BrClMoN5O2, with ωB97M-V/def2-TZVPD.

E_HOMO   -10.06 eV
Electronic energy   -133683.9132 eV
HOMO-LUMO gap   6.5476 eV
M   769.92 g mol⁻¹
Relative energy (zero: lowest compared OMol25 entry of this formula, charge and spin)   0.0 kJ/mol

```
! RIJCOSX wB97M-V def2-TZVPD def2/J DEFGRID3
* xyz 1 1
Mo -0.0681 -0.1584 0.1360
C -0.0893 -2.3799 -0.0847
C -1.4082 -1.9813 0.2773
C -1.3709 -1.5176 1.6139
C -0.0539 -1.6124 2.0791
C 0.7554 -2.1225 1.0413
H 0.1895 -2.8455 -1.0153
H -2.2762 -2.0110 -0.3582
H -2.1981 -1.0851 2.1512
H 0.2983 -1.2939 3.0462
H 1.8071 -2.3414 1.1180
Cl -4.5568 3.7781 -4.0559
C -3.4475 2.6437 -3.3622
C -3.6056 1.2712 -3.6431
C -2.7499 0.3414 -3.1214
C -1.7114 0.7252 -2.2376
O -0.9124 -0.1793 -1.7629
C -1.5466 2.1144 -1.9898
C -0.3480 2.5461 -1.3847
N 0.4415 1.7823 -0.6871
C 1.8026 2.1245 -0.5493
C 2.3414 3.3673 -0.3739
C 3.7451 3.5263 -0.3846
C 4.5753 2.4652 -0.6134
C 4.0348 1.1689 -0.7982
C 4.8030 0.0224 -1.1016
C 4.1697 -1.1715 -1.2921
C 2.7789 -1.2534 -1.0928
N 2.0317 -0.2224 -0.7605
C 2.6450 1.0022 -0.6995
C -2.4164 3.0626 -2.5789
H -4.4160 0.9617 -4.2898
H -2.8630 -0.7100 -3.3479
H -0.0039 3.5533 -1.6171
H 1.7063 4.2333 -0.2367
H 4.1593 4.5138 -0.2343
H 5.6480 2.5995 -0.6597
H 5.8779 0.1087 -1.1993
H 4.7120 -2.0654 -1.5637
H 2.2833 -2.2098 -1.1827
H -2.2602 4.1187 -2.3980
Br -0.3265 8.6575 10.0573
C -0.3699 7.3704 8.6768
C -1.2846 7.5168 7.6410
C -1.3214 6.5824 6.6236
C -0.4372 5.5073 6.6501
C 0.4768 5.3733 7.6872
C 0.5129 6.3037 8.7132
N -0.3790 4.4891 5.6533
N -1.3007 4.5311 4.8236
C -1.2466 3.5816 3.7652
C -2.4308 3.4873 3.0682
C -2.6352 2.5941 2.0124
C -1.6102 1.7691 1.6035
O -1.7436 0.9080 0.6135
C -0.3602 1.8630 2.2963
N 0.6277 1.0341 1.8431
C 1.8173 1.0495 2.4069
C 2.1181 1.9125 3.4628
C 1.1504 2.7597 3.9352
C -0.1492 2.7565 3.3746
H -1.9600 8.3608 7.6360
H -2.0257 6.6830 5.8106
H 1.1519 4.5277 7.6848
H 1.2156 6.2045 9.5279
H -3.2373 4.1379 3.3804
H -3.5885 2.5452 1.5041
H 2.5555 0.3640 2.0088
H 3.1109 1.9058 3.8891
H 1.3620 3.4348 4.7477
*
```

[6]
Computed, not measured: a molecular structure, C24H30Cl2F5N7OSe3SiY, with ωB97M-V/def2-TZVPD.

E_HOMO   -9.97 eV
Electronic energy   -281446.8097 eV
HOMO-LUMO gap   7.2083 eV
M   952.32 g mol⁻¹
Relative energy (zero: lowest compared OMol25 entry of this formula, charge and spin)   88.1 kJ/mol

```
! RIJCOSX wB97M-V def2-TZVPD def2/J DEFGRID3
* xyz 1 1
Y -0.2550 -0.0804 0.6107
Se 0.1888 1.1640 -3.3436
Se -0.8679 2.1259 -1.4987
C 0.4731 3.4536 -1.0671
C 0.0157 4.7173 -0.7444
C 0.9455 5.6501 -0.3096
C 2.2777 5.2894 -0.2430
C 2.6287 4.0014 -0.6129
N 1.7452 3.0833 -1.0114
C -0.6225 -0.5538 -3.0464
C -0.6619 -1.4387 -4.1182
C -1.3796 -2.6115 -3.9770
C -2.0606 -2.8515 -2.7909
C -1.9470 -1.9267 -1.7753
N -1.2129 -0.8082 -1.8779
H -1.0355 4.9582 -0.8233
H 0.6291 6.6485 -0.0356
H 3.0349 5.9887 0.0874
H 3.6667 3.6857 -0.5821
H -0.1722 -1.1864 -5.0501
H -1.4379 -3.3129 -4.8004
H -2.6763 -3.7306 -2.6591
H -2.4459 -2.0642 -0.8281
C 4.1241 0.7413 -1.8261
N 3.7556 -0.6626 -1.6583
C 4.7344 -1.6794 -2.0325
C 2.5316 -0.9411 -1.1566
N 1.7034 -0.0663 -0.7055
N 2.1906 -2.2962 -1.1953
C 1.1811 -2.9423 -0.5108
N 1.1064 -4.2713 -0.8018
N 0.3881 -2.3324 0.2949
H 5.0447 0.7905 -2.4009
H 4.2889 1.2225 -0.8577
H 3.3500 1.2871 -2.3659
H 5.7314 -1.2711 -1.8909
H 4.6376 -1.9858 -3.0772
H 4.6672 -2.5518 -1.3846
H 2.0694 0.8855 -0.7500
H 2.7090 -2.8612 -1.8427
H 1.8833 -4.7545 -1.2178
H 0.4865 -4.8378 -0.2496
H -0.2685 -2.9687 0.7354
C -4.2547 -0.9739 3.2152
Si -3.1142 -1.8679 2.0536
C -2.3190 -3.2615 3.0382
C -4.1875 -2.7558 0.7927
O -2.0316 -0.8642 1.3459
H -4.9947 -1.6784 3.6114
H -4.7989 -0.1689 2.7104
H -3.7153 -0.5457 4.0667
H -3.0486 -4.0739 3.1235
H -2.0541 -2.9509 4.0524
H -1.4146 -3.6797 2.5817
H -4.9736 -3.2967 1.3299
H -3.6337 -3.4977 0.2057
H -4.6803 -2.0634 0.0999
Cl 2.7212 -0.8818 2.1227
C 1.8800 -1.0222 3.6727
Cl 0.1302 -1.1363 3.3888
H 2.0707 -0.1303 4.2548
H 2.2036 -1.9257 4.1694
F -4.4174 2.4828 5.2760
C -3.2875 2.3644 4.5867
C -2.0765 2.2812 5.2470
F -2.0522 2.3236 6.5777
C -0.9031 2.1472 4.5274
F 0.2390 2.0540 5.2150
C -0.8967 2.1007 3.1428
Se 0.7073 1.9785 2.1180
C -2.1323 2.1610 2.5251
F -2.1803 2.0545 1.1795
C -3.3196 2.3007 3.2087
F -4.4844 2.3554 2.5627
*
```

[7]
Computed, not measured: 13 unconnected molecules or ions with the total composition C16H58N18O13, with ωB97M-V/def2-TZVPD.

E_HOMO   -8.68 eV
Electronic energy   -70971.3576 eV
HOMO-LUMO gap   8.1506 eV
M   710.75 g mol⁻¹
Relative energy (zero: lowest compared OMol25 entry of this formula, charge and spin)   0.0 kJ/mol

```
! RIJCOSX wB97M-V def2-TZVPD def2/J DEFGRID3
* xyz 0 1
C -6.2052 0.9533 -0.4824
C -4.8876 1.6782 -0.8917
O -3.8243 0.9952 -0.1914
H -6.2811 -0.0282 -0.8288
H -7.0315 1.6088 -0.8650
H -6.2881 0.9792 0.6056
H -5.0018 2.7327 -0.6076
H -4.6013 1.5734 -1.9177
H -3.7824 0.0779 -0.4777
C 3.2171 0.5289 -2.5311
C 3.6363 1.6124 -1.5701
O 2.5251 2.2778 -1.1103
H 4.0905 -0.0943 -2.7874
H 2.8159 0.7893 -3.4861
H 2.4943 -0.1362 -2.0985
H 4.3642 2.3471 -1.9212
H 4.1949 1.0744 -0.7772
H 2.2634 2.9599 -1.7459
C -0.5483 0.2619 5.0321
C -0.4454 -0.5314 3.7340
O 0.8688 -0.7857 3.3891
H -0.0386 1.2409 4.9434
H 0.0175 -0.3243 5.7344
H -1.6063 0.3397 5.4431
H -0.9697 -0.1090 2.8373
H -1.1276 -1.3969 3.7788
H 0.9872 -1.7628 3.2529
C 5.6927 -1.8702 -0.5949
O 5.3868 -2.9640 -1.3186
N 4.9987 -1.6271 0.4450
N 6.6721 -1.1173 -0.9212
H 4.1186 -2.1744 0.6293
H 5.1614 -0.8343 1.1497
H 7.2105 -1.4097 -1.7379
H 7.0621 -0.4285 -0.2258
C -0.2044 0.0760 0.1422
O -0.7828 -1.1539 0.4510
N 1.0768 0.1578 0.0620
N -0.8480 1.2785 0.0488
H 1.6185 -0.7456 0.2158
H 1.5034 0.8838 -0.4649
H -1.8356 1.1474 -0.2385
H -0.3067 2.1033 -0.2329
C 1.8999 2.8213 2.5343
O 1.5679 3.4651 3.7129
N 2.4329 3.4389 1.4887
N 1.7117 1.5507 2.3064
H 2.6976 4.4376 1.6544
H 2.5485 3.0046 0.6062
H 1.3164 0.8978 3.0427
H 1.7861 0.9967 1.3893
C -2.8510 -1.4217 -2.3647
O -3.7724 -1.1241 -3.3594
N -3.1286 -1.6298 -1.1334
N -1.5809 -1.4494 -2.6155
H -4.1185 -1.6885 -0.9227
H -2.4864 -2.0836 -0.4114
H -1.3703 -1.2959 -3.6196
H -0.7670 -1.6516 -1.9467
C 1.5054 -3.1898 1.3053
O 2.4174 -2.1798 0.8787
N 1.5172 -3.5742 2.5239
N 0.8052 -3.8738 0.4234
H 2.4115 -3.5097 2.9915
H 0.8931 -4.2968 2.8490
H 0.9854 -3.4564 -0.5160
H 0.4802 -4.8263 0.4672
C -2.2879 3.3239 2.3429
O -2.4563 4.2506 3.3425
N -3.0803 3.1006 1.2669
N -1.1283 2.7146 2.2665
H -3.8957 3.7206 1.4231
H -3.2815 2.1771 0.8792
H -0.5257 2.9771 2.9468
H -0.9685 1.9060 1.6323
C 1.8834 -3.2008 -2.9390
O 1.1495 -2.5543 -2.0111
N 3.1408 -3.0428 -3.1795
N 1.3362 -3.9526 -3.8894
H 3.7037 -2.7618 -2.3160
H 3.6293 -3.6923 -3.7918
H 0.3368 -4.0379 -3.7365
H 1.9001 -4.8024 -4.1259
C -2.8037 -3.7852 1.3631
O -4.0208 -4.3442 1.7738
N -2.1855 -4.1880 0.3462
N -2.1849 -2.8956 2.0867
H -2.6511 -4.8185 -0.3277
H -1.2926 -3.8969 0.0767
H -2.8803 -2.4354 2.6562
H -1.2507 -2.4985 1.7147
C -0.9636 4.4028 -1.1480
O -0.5826 5.0584 -2.3088
N -2.2022 4.2510 -0.7547
N -0.0705 4.0629 -0.2713
H -2.9442 4.2683 -1.4215
H -2.4366 3.7842 0.1911
H 0.8634 4.4200 -0.4327
H -0.2467 3.7210 0.6734
C -0.4181 1.7088 -3.0626
O -1.6648 1.3940 -2.5672
H -0.4776 2.6298 -3.5881
H 0.1087 1.0219 -3.8149
H 0.2174 1.9331 -2.2330
H -1.6301 0.5346 -2.2167
*
```

[8]
Computed, not measured: a single C18H18N4O3S2 molecule, with ωB97M-V/def2-TZVPD.

E_HOMO   -7.53 eV
Structure (SMILES)   CCOC(=O)c1sc(N)c(C#N)c1CSc1nc2ccc(OCC)cc2[nH]1
Electronic energy   -52731.9732 eV
HOMO-LUMO gap   7.8217 eV
M   402.50 g mol⁻¹
Relative energy (zero: lowest compared OMol25 entry of this formula, charge and spin)   39.8 kJ/mol

```
! RIJCOSX wB97M-V def2-TZVPD def2/J DEFGRID3
* xyz 0 1
C -4.6100 -3.7726 0.9101
C -3.1309 -3.4171 0.8617
H -2.5888 -3.8672 1.6961
H -2.6949 -3.7442 -0.0885
O -2.9271 -2.0142 1.0024
C -3.0386 -1.2696 -0.1139
O -3.2706 -1.7206 -1.2122
C -2.8437 0.1353 0.1849
C -2.7699 1.1921 -0.6881
C -2.5929 2.4315 -0.0170
C -2.4976 2.2910 1.3594
N -2.3673 3.2899 2.2640
H -2.1081 3.0534 3.2061
H -2.0859 4.1942 1.9200
S -2.6472 0.6388 1.8442
C -2.4847 3.6728 -0.6563
N -2.4070 4.7028 -1.1584
C -2.8236 1.0901 -2.1649
H -2.7776 2.0796 -2.6202
H -3.7141 0.5535 -2.4958
S -1.4572 0.0917 -2.8810
C -0.1494 0.3727 -1.7764
N -0.1137 1.2234 -0.7934
C 1.1088 1.0381 -0.1949
C 1.6800 1.6629 0.9069
C 2.9378 1.2609 1.2904
C 3.6467 0.2538 0.6102
C 3.0912 -0.3799 -0.4928
C 1.8232 0.0269 -0.8727
N 0.9906 -0.3820 -1.8850
H 1.1606 -1.0913 -2.5769
H 3.5980 -1.1582 -1.0403
O 4.8677 -0.0300 1.1468
C 5.7253 -0.9475 0.5014
C 6.4067 -0.3541 -0.7288
H 5.6740 -0.0675 -1.4791
H 7.0880 -1.0833 -1.1589
H 6.9690 0.5318 -0.4452
H 6.4768 -1.1922 1.2575
H 5.1864 -1.8682 0.2442
H 3.4255 1.7131 2.1394
H 1.1525 2.4401 1.4358
H -4.7271 -4.8515 0.8652
H -5.1259 -3.3266 0.0631
H -5.0552 -3.4029 1.8309
*
```